<A>
DFT (the ωB97M-V functional and the def2-TZVPD basis) results for HI3P2 as an isolated structure.

Geometry (Å):
P: 0.630 -0.712 -1.011
P: 2.151 -0.059 0.564
I: 0.492 -2.824 0.191
I: 4.269 -1.052 -0.095
I: 2.485 2.396 0.120
H: -0.444 0.130 -0.672

Calculated values
HOMO in eV: -8.8
Net charge: 0

<B>
DFT (the ωB97M-V functional and the def2-TZVPD basis) results for HI3P2 as an isolated structure.

Geometry (Å):
P: -0.869 -0.968 -0.429
P: 0.618 0.543 0.429
I: 0.108 -0.492 -2.621
I: -0.487 2.654 -0.440
I: 0.040 0.629 2.754
H: 0.590 -2.365 0.306

Calculated values
HOMO in eV: -9.1
Net charge: 0

Relative energy of each structure, in eV: <A> 0.000; <B> 1.786.

<A>
DFT (the ωB97M-V functional and the def2-TZVPD basis) results for one molecule with the formula C3H2N2S.

Geometry (Å):
C: -0.776 0.067 0.098
C: 0.091 -1.137 0.048
C: 0.293 1.144 0.039
H: -0.279 -2.123 0.020
H: 0.197 2.232 -0.082
N: 1.378 -0.795 -0.064
N: 1.462 0.603 -0.025
S: -2.366 0.009 -0.035

Calculated values
HOMO in eV: -9.6
SMILES string: S=C1C=NN=C1
Net charge: 0

<B>
DFT (the ωB97M-V functional and the def2-TZVPD basis) results for one molecule with the formula C3H2N2S.

Geometry (Å):
C: 0.845 -0.761 0.005
C: 0.888 0.699 0.040
C: -1.170 -0.017 -0.046
N: -0.355 -1.172 0.011
N: -0.463 1.145 0.005
S: -2.756 0.019 0.020
H: 1.592 -1.535 -0.048
H: 1.421 1.621 0.014

Calculated values
HOMO (alpha / beta) in eV: -9.5 / -9.5
SMILES string: S=C1N=CC=N1
Net charge: 0

Relative energy of each structure, in eV: <A> 0.113; <B> 0.000.

<A>
DFT (the ωB97M-V functional and the def2-TZVPD basis) results for C5H11NS as an isolated structure.

Geometry (Å):
C: -1.229 1.799 0.100
C: -1.431 0.288 0.534
C: -1.989 -0.617 -0.624
C: -0.279 -0.841 0.650
C: 1.168 -0.613 0.747
H: -0.433 1.847 -0.632
H: -2.210 2.202 -0.399
H: -0.945 2.284 1.096
H: -2.005 0.460 1.460
H: -2.680 -1.253 -0.224
H: -2.424 0.219 -1.365
H: -0.559 -2.044 -1.065
H: -0.520 -1.444 1.556
H: 1.290 -0.254 1.867
H: 1.644 -1.597 0.743
H: 0.840 1.429 -0.575
N: -0.579 -1.107 -0.691
S: 2.163 0.363 -0.379

Calculated values
HOMO in eV: -8.5
Net charge: 0

<B>
DFT (the ωB97M-V functional and the def2-TZVPD basis) results for C5H11NS as an isolated structure.

Geometry (Å):
C: -3.253 -0.083 -0.259
C: -2.895 -1.570 -0.248
C: 2.980 0.353 0.869
C: 1.730 0.987 0.394
C: 0.895 0.339 -0.749
N: -0.426 0.651 -0.867
S: -1.645 -0.496 0.589
H: -3.390 0.418 -1.194
H: -4.066 0.075 0.422
H: -3.239 -2.165 0.585
H: -2.613 -2.126 -1.187
H: 2.841 -0.541 1.368
H: 3.597 0.068 -0.050
H: 3.569 1.160 1.339
H: 2.144 1.918 0.081
H: 1.346 1.211 1.351
H: 1.256 0.609 -1.731
H: 1.169 -0.808 -0.713

Calculated values
HOMO (alpha / beta) in eV: -7.4 / -7.4
Net charge: 0

Relative energy of each structure, in eV: <A> 0.000; <B> 1.645.

<A>
DFT (the ωB97M-V functional and the def2-TZVPD basis) results for one molecule with the formula C22H26N2O3.

Geometry (Å):
C: -8.162 -1.440 -0.792
H: -9.220 -1.343 -0.553
O: -7.477 -0.750 0.222
C: -6.110 -0.717 0.173
C: -5.327 -1.300 -0.815
C: -3.950 -1.204 -0.761
C: -3.298 -0.514 0.263
C: -4.099 0.063 1.254
C: -5.473 -0.042 1.210
H: -6.081 0.408 1.979
H: -3.659 0.606 2.075
N: -1.903 -0.495 0.301
C: -1.171 -0.157 -0.900
H: -1.713 -0.488 -1.784
C: -0.940 1.364 -0.984
N: -0.230 1.809 0.191
C: 1.074 2.173 0.269
O: 1.599 2.397 1.347
C: 1.814 2.308 -1.050
H: 1.754 1.368 -1.599
C: 3.289 2.664 -0.859
C: 4.060 1.591 -0.091
C: 4.132 0.259 -0.796
O: 3.565 0.035 -1.846
C: 4.958 -0.792 -0.141
C: 5.413 -0.707 1.174
C: 6.176 -1.727 1.711
C: 6.501 -2.838 0.949
C: 6.052 -2.934 -0.358
C: 5.283 -1.920 -0.896
H: 4.922 -1.977 -1.912
H: 6.300 -3.799 -0.955
H: 7.101 -3.629 1.375
H: 6.521 -1.655 2.732
H: 5.163 0.144 1.787
H: 5.080 1.933 0.100
H: 3.572 1.447 0.876
H: 3.364 3.602 -0.306
H: 3.741 2.802 -1.844
H: 1.330 3.089 -1.643
C: -0.957 1.507 1.409
C: -1.209 -0.007 1.472
H: -1.762 -0.277 2.371
H: -0.237 -0.514 1.507
H: -0.352 1.836 2.255
H: -1.905 2.054 1.399
H: -0.398 1.616 -1.892
H: -1.915 1.867 -1.007
H: -0.201 -0.666 -0.871
H: -3.373 -1.698 -1.527
H: -5.774 -1.846 -1.632
H: -7.893 -2.502 -0.811
H: -7.973 -1.001 -1.778

Calculated values
HOMO in eV: -7.3
SMILES string: COc1ccc(N2CCN(C(=O)CCCC(=O)c3ccccc3)CC2)cc1
Net charge: 0

<B>
DFT (the ωB97M-V functional and the def2-TZVPD basis) results for one molecule with the formula C22H26N2O3.

Geometry (Å):
O: -0.601 -2.863 -0.755
C: -0.580 -1.647 -0.771
N: 0.382 -0.924 -0.149
H: 0.322 0.081 -0.135
C: 1.486 -1.524 0.568
C: 1.449 -1.145 2.049
C: 2.660 -1.757 2.769
N: 3.939 -1.419 2.188
C: 3.977 -1.701 0.772
C: 2.823 -1.087 -0.033
H: 2.888 -1.413 -1.072
H: 2.886 0.003 -0.009
H: 4.935 -1.363 0.373
H: 3.931 -2.791 0.661
C: 4.584 -0.203 2.647
C: 3.944 1.112 2.261
C: 4.295 1.752 1.078
C: 3.678 2.932 0.701
C: 2.703 3.494 1.508
C: 2.361 2.878 2.699
C: 2.980 1.698 3.073
H: 2.714 1.227 4.010
H: 1.611 3.319 3.341
H: 2.220 4.415 1.214
H: 3.961 3.416 -0.223
H: 5.063 1.324 0.448
H: 5.608 -0.228 2.263
H: 4.633 -0.268 3.739
H: 2.663 -1.459 3.819
H: 2.568 -2.849 2.727
H: 0.529 -1.515 2.505
H: 1.468 -0.057 2.140
H: 1.363 -2.607 0.457
C: -1.626 -0.839 -1.464
C: -2.882 -1.410 -1.622
C: -3.917 -0.744 -2.260
C: -3.691 0.541 -2.773
C: -2.421 1.101 -2.630
C: -1.402 0.430 -1.988
H: -0.428 0.893 -1.933
H: -2.261 2.080 -3.054
O: -4.593 1.323 -3.426
C: -5.939 0.894 -3.516
C: -6.521 0.550 -2.145
H: -7.595 0.731 -2.133
H: -6.058 1.208 -1.406
C: -6.247 -0.923 -1.800
H: -7.060 -1.557 -2.162
O: -5.101 -1.439 -2.439
H: -6.164 -1.048 -0.710
H: -6.459 1.748 -3.957
H: -6.023 0.036 -4.194
H: -3.057 -2.408 -1.251

Calculated values
HOMO in eV: -8.2
SMILES string: O=C(NC1CCN(Cc2ccccc2)CC1)c1ccc2c(c1)OCCCO2
Net charge: 0

Relative energy of each structure, in eV: <A> 0.000; <B> 0.091.

<A>
DFT (the ωB97M-V functional and the def2-TZVPD basis) results for a 2-piece molecular cluster, CH4O3 overall.

Geometry (Å):
C: 0.040 0.062 -0.039
O: 1.008 0.447 -0.739
O: 0.223 0.410 1.359
O: -1.219 0.581 -0.407
H: -0.092 -1.408 -0.270
H: 0.700 0.700 -1.668
H: 1.214 0.438 1.500
H: -1.613 1.053 0.328

Calculated values
HOMO in eV: -9.9
Net charge: 0

<B>
DFT (the ωB97M-V functional and the def2-TZVPD basis) results for a 3-piece molecular cluster, CH4O3 overall.

Geometry (Å):
O: -1.671 -0.574 -0.057
H: -0.745 -0.235 0.475
H: -1.619 -0.427 -1.002
H: -1.408 -1.862 -0.709
O: 0.579 -0.073 0.840
C: 1.390 0.781 0.309
O: 2.545 0.969 0.604
H: 0.928 1.421 -0.462

Calculated values
HOMO in eV: -9.0
Net charge: 0

Relative energy of each structure, in eV: <A> 0.000; <B> 2.283.

<A>
DFT (the ωB97M-V functional and the def2-TZVPD basis) results for a 2-piece molecular cluster, CH4O3 overall.

Geometry (Å):
C: 0.049 0.096 0.760
O: -1.565 -0.805 -0.127
O: 1.669 0.081 -0.875
O: 0.684 0.788 -0.213
H: -0.692 0.677 1.281
H: 0.626 -0.689 1.288
H: -2.262 -0.126 -0.290
H: 1.490 -0.021 -1.824

Calculated values
HOMO (alpha / beta) in eV: -9.7 / -9.7
Net charge: 0

<B>
DFT (the ωB97M-V functional and the def2-TZVPD basis) results for a 2-piece molecular cluster, CH4O3 overall.

Geometry (Å):
C: 0.089 -0.719 -0.687
O: -0.914 0.725 0.895
O: 2.234 -0.058 -0.563
O: 1.345 -0.890 -0.291
H: -0.545 -1.615 -0.528
H: -0.134 0.195 -1.304
H: -1.331 1.408 0.494
H: -0.744 0.955 1.984

Calculated values
HOMO (alpha / beta) in eV: -8.5 / -8.9
Net charge: 0

<C>
DFT (the ωB97M-V functional and the def2-TZVPD basis) results for a 2-piece molecular cluster, CH4O3 overall.

Geometry (Å):
O: 0.439 1.907 1.246
C: 0.990 0.758 1.313
O: 0.064 -0.294 1.282
H: 1.994 0.348 1.547
H: -0.011 -0.186 0.306
H: -0.824 -0.682 -2.564
H: -1.500 -1.352 -1.441
O: -1.151 -0.499 -1.690

Calculated values
HOMO in eV: -10.7
SMILES string: O=CO.O
Net charge: 0

Relative energy of each structure, in eV: <A> 4.482; <B> 5.114; <C> 0.000.

<A>
DFT (the ωB97M-V functional and the def2-TZVPD basis) results for a 2-piece molecular cluster, CH2FP overall.

Geometry (Å):
C: -0.808 0.164 -0.035
F: -2.881 0.154 0.004
P: -0.405 -1.444 0.007
H: -1.036 1.066 0.332
H: 0.898 -1.237 -0.264

Calculated values
HOMO (alpha / beta) in eV: -10.7 / -10.7
Net charge: 0

<B>
DFT (the ωB97M-V functional and the def2-TZVPD basis) results for a 2-piece molecular cluster, CH2FP overall.

Geometry (Å):
C: -0.296 -0.362 -0.362
F: -1.156 -0.871 0.521
P: 1.363 1.531 1.387
H: -0.501 0.487 -0.925
H: 0.591 -0.786 -0.621

Calculated values
HOMO (alpha / beta) in eV: -7.9 / -7.9
Net charge: 0

Relative energy of each structure, in eV: <A> 0.000; <B> 1.479.

<A>
DFT (the ωB97M-V functional and the def2-TZVPD basis) results for C7H17NO as an isolated structure.

Geometry (Å):
C: -1.496 0.532 -0.282
C: -2.771 1.285 0.007
C: -0.823 0.209 1.538
C: -1.640 -0.640 -1.128
H: -0.683 1.186 -0.589
H: -0.813 -1.436 -0.757
H: -2.631 2.040 0.780
H: -3.550 0.602 0.346
H: -3.130 1.776 -0.903
H: -1.706 -0.254 1.973
H: -0.033 -0.206 2.156
H: -0.793 1.263 1.794
H: -1.355 -0.471 -2.164
H: -2.580 -1.175 -1.021
C: 1.973 -0.376 -1.503
C: 2.702 0.411 0.705
N: 2.006 -0.585 -0.072
C: 1.128 -1.438 0.516
O: 0.372 -2.200 -0.116
H: 1.268 -1.547 1.596
H: 2.726 0.119 1.760
H: 3.729 0.496 0.358
H: 1.410 0.531 -1.759
H: 1.494 -1.233 -1.975
H: 2.994 -0.277 -1.882
H: 2.203 1.389 0.621

Calculated values
HOMO in eV: -8.7
Net charge: 0

<B>
DFT (the ωB97M-V functional and the def2-TZVPD basis) results for a 3-piece molecular cluster, C7H17NO overall.

Geometry (Å):
C: 0.322 0.737 -0.379
C: -0.475 0.567 0.744
C: 0.205 -1.628 -0.062
C: 0.056 0.440 2.139
C: -0.804 2.810 0.615
C: -1.077 -2.159 -0.650
C: 1.424 -1.948 -0.891
N: -0.134 0.847 -1.675
O: 1.614 1.087 -0.212
H: 2.083 0.924 -1.043
H: -1.525 0.384 0.570
H: 0.340 -1.967 0.964
H: 0.122 1.718 -2.122
H: -1.122 0.663 -1.774
H: 1.143 0.496 2.202
H: -0.329 1.237 2.777
H: -0.218 -0.491 2.636
H: 0.135 3.295 0.876
H: -1.544 2.904 1.408
H: -1.202 3.149 -0.341
H: -1.942 -1.958 -0.010
H: -1.060 -3.253 -0.781
H: -1.259 -1.723 -1.638
H: 2.340 -1.563 -0.435
H: 1.333 -1.537 -1.904
H: 1.574 -3.033 -1.015

Calculated values
HOMO (alpha / beta) in eV: -6.1 / -6.1
Net charge: 0

Relative energy of each structure, in eV: <A> 0.000; <B> 2.120.

<A>
DFT (the ωB97M-V functional and the def2-TZVPD basis) results for a 3-piece molecular cluster, C7H17NO overall.

Geometry (Å):
C: 0.726 0.553 0.257
C: 0.296 -0.202 -0.840
C: -1.686 -0.471 0.079
C: 1.076 -0.082 1.570
C: 2.686 0.640 -0.788
C: -0.046 0.378 -2.179
C: -1.693 -1.812 0.753
N: -2.182 0.583 0.907
O: 0.319 1.853 0.325
H: 0.459 2.196 1.217
H: 0.644 -1.227 -0.840
H: -2.194 -0.501 -0.887
H: -2.858 1.214 0.498
H: -2.533 0.333 1.830
H: 0.212 -0.029 2.239
H: 1.376 -1.120 1.438
H: 1.900 0.459 2.042
H: 2.876 0.237 -1.782
H: 3.374 0.202 -0.067
H: 2.813 1.719 -0.857
H: 0.786 0.811 -2.738
H: -0.447 -0.400 -2.836
H: -0.780 1.184 -2.158
H: -2.715 -2.135 1.015
H: -1.141 -1.807 1.699
H: -1.269 -2.579 0.102

Calculated values
HOMO (alpha / beta) in eV: -6.0 / -6.0
Net charge: 0

<B>
DFT (the ωB97M-V functional and the def2-TZVPD basis) results for a 2-piece molecular cluster, C7H17NO overall.

Geometry (Å):
C: -0.234 -0.565 -1.960
C: -1.543 -0.144 -1.349
C: 0.860 1.109 -0.448
C: 1.558 -2.576 -0.786
C: 1.333 -1.203 -0.188
O: 1.632 -0.998 0.967
N: 0.937 -0.191 -1.074
H: -0.030 -1.618 -2.078
H: -0.015 -0.078 -2.908
H: -2.431 -0.539 -1.842
H: -1.590 0.922 -1.360
H: 1.127 1.972 -1.049
H: 1.544 -2.635 -1.871
H: -1.646 -0.454 -0.309
H: -0.056 1.453 0.045
H: 1.409 1.004 0.468
H: 2.615 -2.844 -0.618
H: 1.025 -3.294 -0.169
C: -2.451 2.397 2.002
C: -1.180 1.606 2.455
H: -2.190 3.450 2.036
H: -2.649 2.223 0.956
H: -3.276 2.098 2.638
H: -0.599 2.216 3.137
H: -0.671 1.098 1.650
H: -1.534 0.743 3.034

Calculated values
HOMO in eV: -9.3
SMILES string: CCN(C)C(C)=O.CC
Net charge: 0

Relative energy of each structure, in eV: <A> 3.551; <B> 0.000.

<A>
DFT (the ωB97M-V functional and the def2-TZVPD basis) results for C6H9NO2 as an isolated structure.

Geometry (Å):
C: 1.190 0.291 -0.859
C: 1.162 -1.727 1.031
C: -1.247 -0.329 -0.605
C: 1.211 -0.234 0.877
C: -0.120 0.637 -0.295
N: -2.504 0.177 -0.541
C: -0.346 1.957 0.044
O: -1.047 -1.438 -1.065
O: 1.727 0.485 1.690
H: -3.250 -0.346 -0.969
H: -2.668 1.161 -0.417
H: 1.938 1.075 -0.865
H: 1.231 -0.505 -1.595
H: 0.623 -2.226 0.231
H: 2.181 -2.111 1.027
H: 0.692 -1.988 1.980
H: 0.078 2.441 0.912
H: -0.853 2.678 -0.580

Calculated values
HOMO (alpha / beta) in eV: -7.6 / -8.3
Net charge: 0

<B>
DFT (the ωB97M-V functional and the def2-TZVPD basis) results for one molecule with the formula C6H9NO2.

Geometry (Å):
C: -1.626 1.789 -0.115
C: -0.015 0.177 -0.603
C: 1.371 -0.113 -1.195
C: 0.632 0.049 0.794
C: 0.132 -1.243 1.229
C: -0.665 -1.783 0.273
H: -2.643 1.299 -0.467
H: -1.637 2.989 -0.134
H: -1.446 1.502 0.969
H: 1.381 -1.137 -1.629
H: 1.930 0.572 -1.951
H: 2.482 -0.777 0.593
H: 0.375 0.869 1.514
H: 0.464 -1.871 2.105
H: -1.209 -2.727 0.227
N: 1.931 -0.028 0.190
O: -0.556 1.389 -0.956
O: -0.901 -0.954 -0.843

Calculated values
HOMO in eV: -8.5
SMILES string: CO[C@@]12CN[C@@H]1C=CO2
Net charge: 0

<C>
DFT (the ωB97M-V functional and the def2-TZVPD basis) results for one molecule with the formula C6H9NO2.

Geometry (Å):
C: -0.320 -2.558 0.643
C: -0.105 -1.780 1.697
C: -0.226 -1.696 -0.499
C: 1.349 1.460 -0.876
C: -0.987 1.670 0.087
C: -0.048 0.773 -0.647
N: 0.056 -0.479 -0.026
O: -0.349 -1.933 -1.664
O: 0.129 -0.500 1.413
H: -0.424 -3.625 0.633
H: -0.077 -2.007 2.750
H: 1.371 2.352 -0.310
H: 2.086 0.619 -0.626
H: 1.496 1.641 -1.954
H: -0.531 1.775 1.017
H: -1.905 1.128 0.386
H: -1.072 2.656 -0.324
H: -0.443 0.504 -1.698

Calculated values
HOMO in eV: -9.2
SMILES string: CC(C)n1occc1=O
Net charge: 0

Relative energy of each structure, in eV: <A> 1.602; <B> 0.666; <C> 0.000.

<A>
DFT (the ωB97M-V functional and the def2-TZVPD basis) results for one molecule with the formula C6H9NO2.

Geometry (Å):
C: -0.476 2.142 -0.075
C: 1.588 -0.282 -1.014
C: -0.033 -2.100 1.029
C: -1.585 1.253 0.717
C: 0.087 -0.469 -0.947
C: -0.420 -0.787 0.444
N: -1.148 0.020 1.092
O: -2.661 1.700 0.973
O: -0.616 -0.699 -1.911
H: -0.368 2.050 -1.153
H: -0.859 3.154 0.004
H: 0.447 2.076 0.495
H: 2.056 -1.237 -1.259
H: 1.821 0.400 -1.828
H: 1.995 0.077 -0.077
H: -0.532 -2.893 0.471
H: 1.040 -2.255 0.968
H: -0.338 -2.150 2.072

Calculated values
HOMO in eV: -9.4
SMILES string: CC(=O)/N=C(/C)C(C)=O
Net charge: 0

<B>
DFT (the ωB97M-V functional and the def2-TZVPD basis) results for one molecule with the formula C6H9NO2.

Geometry (Å):
C: 1.031 1.106 1.385
C: -2.218 0.006 0.626
C: 0.829 -0.141 -1.779
C: 0.263 -0.150 1.070
C: -0.834 -0.053 0.071
N: 1.490 -1.268 -1.412
C: -0.540 -0.022 -1.238
O: 1.293 0.694 -2.537
O: 0.523 -1.240 1.575
H: 1.115 -1.943 -0.754
H: 2.434 -1.404 -1.747
H: -1.306 0.117 -1.993
H: 0.378 1.982 1.321
H: 1.420 1.048 2.405
H: 1.863 1.215 0.685
H: -2.316 0.827 1.344
H: -2.965 0.158 -0.160
H: -2.460 -0.932 1.138

Calculated values
HOMO in eV: -9.7
SMILES string: CC(=O)/C(C)=C\C(N)=O
Net charge: 0

<C>
DFT (the ωB97M-V functional and the def2-TZVPD basis) results for C6H9NO2 as an isolated structure.

Geometry (Å):
C: 1.403 -0.394 -0.293
C: 1.132 1.020 -0.378
C: -0.418 1.142 -0.076
C: -0.932 -0.013 -0.139
C: 0.026 -1.123 -0.450
C: -2.343 -0.310 0.110
H: 3.059 -0.382 1.148
H: 1.596 -0.367 1.858
H: 2.189 -0.581 -0.991
H: 1.830 1.682 0.021
H: 1.420 1.463 -1.352
H: -0.661 2.062 0.033
H: -0.177 -1.842 0.251
H: 0.056 -1.606 -1.711
H: -4.112 0.649 0.499
N: 1.893 -0.836 1.065
O: -3.089 0.776 0.553
O: -2.873 -1.340 -0.147

Calculated values
HOMO in eV: -9.6
Net charge: 0

Relative energy of each structure, in eV: <A> 1.077; <B> 0.000; <C> 3.321.